Entry from the OMol25 dataset: 2 unconnected molecules or ions with the total composition C9H18NO4 at a distorted geometry (the ωB97M-V functional and the def2-TZVPD basis).

Last column: Löwdin charge in e.
Atoms and positions in Å:
C (-1.3547, -0.9726, 0.9076)  -0.101
C (-1.3148, 0.3934, 1.6110)  -0.253
C (-0.1777, 1.3066, 1.1632)  -0.166
C (1.2159, 1.0659, 1.8323)  -0.320
C (1.3923, -0.3002, 2.4793)  -0.073
C (2.3345, 1.2864, 0.7977)  -0.151
O (2.7328, 0.0937, 0.0904)  -0.021
C (2.3898, 0.0880, -1.2147)  -0.652
N (3.4384, 0.3127, -2.1575)  0.138
O (1.3283, -0.1240, -1.5859)  0.199
H (-0.7612, -0.9572, 0.0020)  0.065
H (-2.3620, -1.3374, 0.7605)  0.064
H (-0.8606, -1.6917, 1.5738)  0.052
H (-2.2427, 0.8879, 1.3282)  0.099
H (-1.3514, 0.2833, 2.6929)  0.092
H (-0.0763, 1.3299, 0.0846)  0.101
H (-0.4722, 2.3209, 1.4468)  0.103
H (1.3716, 1.8232, 2.6013)  0.126
H (1.4515, -1.0990, 1.7499)  0.074
H (0.5931, -0.5640, 3.1598)  0.069
H (2.3556, -0.3111, 2.9936)  0.078
H (3.2232, 1.6275, 1.3329)  0.117
H (2.0609, 2.0793, 0.1015)  0.132
H (3.7555, -0.5987, -2.4696)  0.090
H (4.1901, 0.8153, -1.6934)  0.081
C (-3.0503, -1.2026, -3.4094)  -0.065
C (-3.5537, -0.9699, -1.9671)  -0.805
O (-3.1346, 0.0635, -1.3980)  -0.103
O (-4.3283, -1.8500, -1.5239)  -0.116
H (-2.3810, -0.4025, -3.7297)  0.047
H (-2.5119, -2.1517, -3.4645)  0.051
H (-3.8999, -1.2448, -4.0956)  0.049

Summary:
HOMO energy	-3.8	eV
charge	-1

Entry from the OMol25 dataset: a molecular structure, C9H18NORb at a distorted geometry (the ωB97M-V functional and the def2-TZVPD basis).

Last column: Löwdin charge in e.
Atoms and positions in Å:
Rb (-0.8021, -2.5296, 3.8136)  0.875
C (-2.1539, -1.4415, -0.1769)  -0.075
C (-0.6421, -1.0647, -0.1781)  -0.482
C (-0.4396, -0.7042, -1.6854)  -0.148
C (0.8452, 0.1629, -1.9276)  -0.165
C (0.6964, 1.4290, -1.0438)  -0.169
C (0.4334, 1.2219, 0.4612)  -0.487
N (-0.5657, 0.1759, 0.7057)  -0.185
O (-0.8618, 0.0521, 2.1263)  -0.419
C (0.0224, 2.7378, 0.9204)  -0.037
C (1.7892, 0.9429, 1.1104)  -0.067
C (0.1825, -2.2968, 0.2465)  -0.046
H (-2.2891, -2.3094, -0.8223)  0.078
H (-2.8423, -0.6546, -0.4852)  0.081
H (-2.6156, -1.6386, 0.7906)  0.054
H (-1.3594, -0.2615, -2.0677)  0.106
H (-0.3241, -1.6767, -2.1639)  0.097
H (1.0005, 0.3951, -2.9812)  0.103
H (1.6112, -0.5110, -1.5439)  0.094
H (-0.1365, 1.8707, -1.5909)  0.111
H (1.5728, 2.0087, -1.3336)  0.111
H (-1.0606, 2.8530, 0.8776)  0.064
H (0.3780, 3.6071, 0.3674)  0.066
H (0.1169, 2.8113, 2.0038)  0.060
H (1.6493, 0.6087, 2.1384)  0.064
H (2.4740, 1.7792, 0.9697)  0.079
H (2.3006, 0.1160, 0.6177)  0.058
H (0.3286, -2.8335, -0.6909)  0.073
H (-0.4205, -2.9445, 0.8828)  0.030
H (1.1123, -1.9055, 0.6593)  0.074

Summary:
HOMO energy	-5.0	eV
charge	0

Entry from the OMol25 dataset: C9H18O5Si in the gas phase at a distorted geometry (the ωB97M-V functional and the def2-TZVPD basis).

Last column: Löwdin charge in e.
Atoms and positions in Å:
C (-0.6455, -3.2836, 0.5322)  -0.213
C (0.5694, -2.4472, 0.9647)  -0.313
Si (0.4885, -0.5403, 0.3944)  0.718
O (2.0175, 0.0058, 0.3425)  -0.185
C (-0.6747, 0.4134, 2.0532)  -0.321
O (-0.6679, -0.3815, 2.9721)  -0.010
C (-1.2663, 1.7240, 2.0191)  -0.234
C (-1.6647, 2.3358, 0.6482)  -0.019
C (-1.4878, 2.2958, 3.2096)  -0.116
O (-2.0187, 3.5488, 3.3670)  0.021
C (0.1071, -0.4239, -1.4607)  -0.443
O (0.8451, -1.2675, -2.2781)  -0.168
C (2.2698, -1.0166, -2.3546)  -0.072
O (0.3790, 0.9291, -1.8478)  -0.199
C (0.3669, 1.1067, -3.2612)  -0.099
H (-1.5938, -3.0789, 1.1816)  0.089
H (-1.0013, -3.0455, -0.5855)  0.093
H (-0.5484, -4.3767, 0.6079)  0.049
H (1.5832, -2.9324, 0.6139)  0.092
H (0.5990, -2.3709, 2.1758)  0.099
H (2.6907, -0.0666, 1.1170)  0.136
H (-1.3640, 3.2840, 0.5459)  0.021
H (-1.2421, 1.8377, -0.2800)  0.074
H (-2.7995, 2.2993, 0.4992)  0.113
H (-1.4554, 1.8442, 4.2037)  0.140
H (-1.7249, 3.8577, 4.2437)  0.112
H (-0.8671, -0.7106, -1.7498)  0.114
H (2.6918, -1.7648, -1.5670)  0.114
H (2.5647, -0.0593, -1.9763)  0.071
H (2.7319, -1.2056, -3.2651)  0.064
H (1.3714, 1.1729, -3.6485)  0.076
H (-0.3148, 2.0042, -3.5377)  0.125
H (0.0610, 0.3125, -3.8799)  0.069

Summary:
HOMO energy	-8.2	eV
SMILES string	CC[Si@](O)(C(=O)/C(C)=C/O)C(OC)OC
charge	0

Entry from the OMol25 dataset: C9H18O6Si2 in the gas phase at a distorted geometry (the ωB97M-V functional and the def2-TZVPD basis).

Last column: Löwdin charge in e.
Atoms and positions in Å:
C (-1.8891, 2.1937, -2.3111)  0.000
C (-1.9973, 0.7417, -2.6591)  -0.543
O (-2.5706, 0.4263, -3.6724)  0.122
O (-1.4655, -0.1664, -1.8047)  -0.019
Si (-0.4088, 0.2995, -0.6340)  0.441
O (-1.0311, 1.5072, 0.3515)  -0.052
C (-1.5581, 1.1141, 1.5391)  -0.540
C (-1.3358, 2.1093, 2.6595)  0.024
O (-2.0958, 0.0397, 1.7604)  0.074
O (1.0620, 0.7161, -1.3287)  -0.048
C (2.1890, 0.8088, -0.5646)  -0.544
C (3.4386, 1.3572, -1.1514)  0.026
O (2.2047, 0.4455, 0.5851)  0.059
Si (0.1505, -1.7591, 0.3318)  0.501
C (0.6378, -1.4804, 2.1239)  -0.185
C (-1.3488, -2.8138, 0.3765)  -0.213
C (1.4876, -2.7443, -0.5190)  -0.177
H (-0.8471, 2.4853, -2.2280)  0.081
H (-2.2936, 2.3989, -1.2998)  0.093
H (-2.4071, 2.7961, -3.0616)  0.103
H (-2.2854, 2.2901, 3.1835)  0.094
H (-0.9911, 3.0641, 2.2608)  0.081
H (-0.6169, 1.6902, 3.3996)  0.107
H (3.7144, 2.2644, -0.6078)  0.102
H (4.2197, 0.6550, -1.0000)  0.081
H (3.3734, 1.5539, -2.2373)  0.099
H (0.8034, -2.4527, 2.6351)  0.053
H (1.5728, -0.9396, 2.0403)  0.004
H (-0.0666, -0.8876, 2.6429)  -0.003
H (-2.1120, -2.3367, 0.9741)  0.020
H (-1.7566, -3.1054, -0.5893)  0.039
H (-1.0339, -3.6870, 0.9268)  0.028
H (2.4245, -2.3311, -0.1550)  0.026
H (1.3650, -3.8219, -0.4126)  0.042
H (1.4675, -2.4309, -1.5548)  0.023

Summary:
HOMO energy	-9.4	eV
SMILES string	CC(=O)O[Si](OC(C)=O)(OC(C)=O)[Si](C)(C)C
charge	0

Entry from the OMol25 dataset: 2 unconnected molecules or ions with the total composition C9H18O7PS at a distorted geometry (the ωB97M-V functional and the def2-TZVPD basis).

Last column: Löwdin charge in e.
Atoms and positions in Å:
C (0.0879, 0.9081, -1.8025)  -0.031
C (-0.4751, 0.8328, -0.3886)  -0.257
O (-0.8047, -0.5559, -0.0367)  -0.408
S (-0.7890, -0.8957, 1.5318)  1.004
C (-1.2827, 0.5272, 2.5346)  -0.302
C (-1.1604, 0.2595, 4.0571)  -0.220
O (-1.1903, 1.5002, 4.7059)  -0.009
C (0.0786, 2.0360, 4.9636)  -0.516
C (0.7622, 2.9167, 3.9460)  0.040
O (0.5780, 1.8317, 5.9839)  0.210
P (1.3352, -1.2895, 1.8852)  0.628
O (2.1802, -0.2527, 1.3169)  -0.405
H (0.7113, 0.0454, -2.0108)  0.086
H (0.7678, 1.7534, -1.8076)  0.099
H (-0.6891, 1.0432, -2.5384)  0.074
H (-1.4038, 1.3957, -0.3604)  0.127
H (0.2462, 1.2965, 0.2758)  0.096
H (-2.2930, 0.7923, 2.2366)  0.119
H (-0.6594, 1.3827, 2.3049)  0.067
H (-0.2731, -0.3356, 4.2881)  0.108
H (-2.0097, -0.3019, 4.4257)  0.140
H (0.9706, 2.3895, 3.0137)  0.070
H (1.6932, 3.2832, 4.3444)  0.098
H (0.0678, 3.7152, 3.6881)  0.104
H (1.5152, -1.4671, 3.2775)  0.030
H (1.5096, -2.4941, 1.1656)  0.037
C (0.7063, -2.5852, -4.6116)  -0.120
C (-0.3660, -2.7198, -5.6668)  -0.113
O (-1.0681, -1.4786, -5.5523)  0.069
C (-0.2247, -0.5690, -5.0078)  -0.567
O (-0.4438, 0.5959, -4.9379)  0.159
O (0.9088, -1.1699, -4.5545)  0.047
H (1.6284, -3.0969, -4.8756)  0.135
H (0.3740, -2.9338, -3.6308)  0.128
H (0.0448, -2.8005, -6.6742)  0.138
H (-1.0332, -3.5593, -5.4886)  0.135

Summary:
HOMO energy	-13.4	eV
charge	+1

Entry from the OMol25 dataset: C9H18Si in the gas phase at a distorted geometry (the ωB97M-V functional and the def2-TZVPD basis).

Last column: Löwdin charge in e.
Atoms and positions in Å:
C (3.0539, -0.2346, -0.2294)  -0.017
C (1.6501, -0.7811, -0.2949)  -0.264
C (0.3606, -0.4007, -0.2272)  -0.179
Si (-0.7134, 1.2902, 0.3008)  0.627
C (-2.2757, 1.4993, -0.7420)  -0.199
C (0.4079, 2.9139, 0.4802)  -0.179
C (-1.1211, 0.7052, 2.0050)  -0.217
C (-0.1675, -1.7872, -0.1532)  -0.383
C (-1.1129, -2.1409, -1.2854)  -0.102
C (1.3724, -2.2576, -0.3292)  -0.062
H (2.8506, 0.7910, -0.1345)  0.053
H (3.6800, -0.3751, -1.0905)  0.081
H (3.5237, -0.6159, 0.5631)  0.036
H (-2.1420, 1.9834, -1.7524)  0.048
H (-2.7462, 0.5523, -0.8923)  -0.012
H (-3.1054, 2.0572, -0.2681)  0.033
H (-0.3973, 3.6866, 0.3984)  0.025
H (0.9566, 2.9650, 1.5076)  0.064
H (1.0265, 2.9427, -0.3321)  -0.043
H (-0.5248, -0.2977, 2.2099)  0.068
H (-0.6116, 1.3454, 2.7603)  0.024
H (-2.2216, 0.6146, 2.2024)  0.039
H (-0.7294, -2.1630, 0.7283)  0.131
H (-2.1831, -1.6833, -0.9605)  0.108
H (-1.3180, -3.2758, -1.2785)  0.092
H (-0.7201, -1.8549, -2.2554)  0.069
H (1.5039, -2.6046, -1.3114)  0.096
H (1.7040, -2.8742, 0.3812)  0.063

Summary:
HOMO energy	-8.7	eV
SMILES string	CC1=C([Si](C)(C)C)[C@@H](C)C1
charge	0

> Which value of HOMO energy does entry 3 give?

-8.2 eV